# 1
Density functional theory data (ωB97M-V/def2-TZVPD) for the ion C4H13NOP with charge +1.

Each line ends with the Löwdin charge.
Positions of all 20 atoms, in Å:
C (0.470, -1.513, 0.549)  -0.033
C (0.799, 0.741, 1.487)  -0.050
C (-1.350, -0.069, 0.874)  -0.020
C (0.471, 0.509, -0.763)  -0.294
N (0.062, -0.117, 0.553)  -0.486
O (0.125, 0.746, -3.242)  -0.337
P (-0.612, -0.130, -2.121)  0.869
H (-0.065, -2.032, -0.278)  0.099
H (1.575, -1.727, 0.552)  0.148
H (0.069, -1.974, 1.393)  0.080
H (0.348, 1.821, 1.428)  0.148
H (0.778, 0.460, 2.631)  0.151
H (1.942, 0.745, 1.252)  0.143
H (-1.853, 0.833, 1.006)  0.100
H (-1.802, -0.606, 0.003)  0.089
H (-1.357, -0.687, 1.821)  0.142
H (1.543, 0.586, -0.772)  0.109
H (0.116, 1.542, -0.590)  0.103
H (0.343, 0.133, -3.986)  0.082
H (-1.605, 0.741, -1.796)  -0.044

Computed properties:
HOMO level: -13.46 eV
Charge: +1
LUMO energy: -2.9 eV
SMILES string: C[N+](C)(C)CPO
Energy above the lowest of the compared OMol25 structures with the same formula, charge and spin: 54.1 kcal per mole

---

# 2
Density functional theory data (ωB97M-V/def2-TZVPD) for the molecule C4H9NO.

Each line ends with the Löwdin charge.
Positions of all 15 atoms, in Å:
C (-0.873, 1.204, 0.137)  -0.066
N (-0.480, -0.175, 0.309)  -0.168
C (-1.392, -1.165, -0.225)  -0.051
C (0.838, -0.522, 0.273)  -0.640
O (1.266, -1.675, 0.259)  0.002
C (1.968, 0.421, 0.192)  0.022
H (-1.900, 1.335, 0.491)  0.089
H (-0.220, 1.858, 0.720)  0.089
H (-0.835, 1.509, -0.920)  0.094
H (-1.545, -1.002, -1.303)  0.096
H (-2.354, -1.105, 0.287)  0.088
H (-0.951, -2.149, -0.071)  0.086
H (2.731, 0.032, 0.911)  0.104
H (2.179, 1.429, -0.117)  0.058
H (1.568, 0.006, -0.943)  0.195

Computed properties:
HOMO level: -9.36 eV
Charge: 0
LUMO energy: 0.7 eV
SMILES string: CC(=O)N(C)C
Energy above the lowest of the compared OMol25 structures with the same formula, charge and spin: 74.8 kcal per mole

---

# 3
Density functional theory data (ωB97M-V/def2-TZVPD) for the molecule C3H3ClIN3.

Each line ends with the Löwdin charge.
Positions of all 11 atoms, in Å:
C (-0.431, -1.001, 1.616)  -0.853
C (-0.514, -1.408, 0.418)  -0.649
C (0.497, 1.232, -1.543)  -0.041
N (-0.010, 0.333, 1.792)  -0.056
N (0.236, 1.109, 0.858)  -0.052
N (0.001, 0.732, -0.291)  -0.051
Cl (-0.534, -1.801, 3.217)  0.608
I (-0.954, -3.022, -0.734)  0.876
H (0.248, 2.220, -1.551)  0.060
H (1.515, 0.891, -1.516)  0.090
H (-0.053, 0.715, -2.267)  0.068

Computed properties:
HOMO level: -8.84 eV
Charge: 0
LUMO energy: -1.4 eV
Energy above the lowest of the compared OMol25 structures with the same formula, charge and spin: 101.7 kcal per mole

---

# 4
Density functional theory data (ωB97M-V/def2-TZVPD) for a structure of composition C5H13N3.

Each line ends with the Löwdin charge.
Positions of all 21 atoms, in Å:
C (-2.586, 0.479, 1.939)  -0.155
C (-1.098, 0.977, 1.548)  -0.265
C (1.338, 0.009, -0.787)  -0.405
C (2.544, 0.839, -1.053)  -0.085
C (1.126, -1.303, -1.392)  -0.253
H (-2.487, -0.659, 2.709)  0.140
H (-2.888, 1.320, 2.714)  0.065
H (-3.302, 0.321, 0.981)  0.090
H (-0.298, 0.842, 2.389)  0.120
H (-1.230, 2.138, 1.554)  0.114
H (-0.831, -0.661, 0.219)  0.044
H (2.451, 1.283, -2.160)  0.109
H (2.511, 1.712, -0.285)  0.104
H (3.413, 0.132, -1.102)  0.071
H (1.465, -1.390, -2.482)  0.126
H (1.867, -1.994, -0.843)  0.134
H (-0.999, -0.829, -1.247)  0.136
H (-0.541, -2.507, -1.819)  0.126
N (-0.673, 0.303, 0.286)  -0.156
N (0.494, 0.682, -0.060)  0.006
N (-0.277, -1.695, -1.109)  -0.067

Computed properties:
HOMO level: -7.76 eV
Charge: 0
LUMO energy: 1.0 eV
Energy above the lowest of the compared OMol25 structures with the same formula, charge and spin: 114.2 kcal per mole

---

# 5
Density functional theory data (ωB97M-V/def2-TZVPD) for the molecule C6H9N.

Each line ends with the Löwdin charge.
Positions of all 16 atoms, in Å:
C (1.265, 1.510, -0.993)  -0.034
C (-1.249, 1.416, 0.140)  -0.083
C (-0.535, 0.190, 0.592)  -0.257
C (0.211, 1.415, -0.027)  -0.353
C (0.731, -1.784, 0.164)  -0.111
C (-0.641, -1.181, -0.063)  -0.197
N (1.492, 2.119, 0.097)  0.186
H (1.749, 1.152, -1.864)  0.101
H (-1.925, 1.517, -0.733)  0.113
H (-1.745, 1.906, 0.992)  0.106
H (-0.497, 0.092, 1.623)  0.109
H (1.378, -1.502, -0.606)  0.049
H (0.601, -2.831, 0.346)  0.064
H (1.235, -1.415, 1.050)  0.077
H (-1.411, -1.699, 0.443)  0.096
H (-0.659, -0.906, -1.160)  0.133

Computed properties:
HOMO level: -9.03 eV
Charge: 0
LUMO energy: 1.1 eV
SMILES string: CC[C@@H]1C[C@]12C=N2
Energy above the lowest of the compared OMol25 structures with the same formula, charge and spin: 103.2 kcal per mole

---

# 6
Density functional theory data (ωB97M-V/def2-TZVPD) for a structure of composition C12H18AsCa2F6NO12.

Each line ends with the Löwdin charge.
Positions of all 52 atoms, in Å:
Ca (4.950, 1.291, -1.488)  1.781
Ca (3.573, 2.054, 2.695)  1.734
As (2.443, 4.323, -0.707)  0.933
F (4.002, 5.095, -0.335)  -0.266
F (1.446, 5.660, -0.099)  -0.224
F (0.836, 3.499, -1.109)  -0.256
F (3.242, 2.904, -1.296)  -0.378
F (2.396, 3.483, 0.889)  -0.354
F (2.678, 5.131, -2.337)  -0.258
N (2.174, 0.142, -0.065)  -0.555
O (3.070, 0.121, -0.926)  -0.221
O (2.376, 0.830, 0.901)  -0.117
O (1.138, -0.374, -0.416)  0.132
C (-2.742, 0.944, 3.622)  0.001
C (-1.572, 0.537, 4.471)  -0.247
C (-0.962, -0.870, 4.162)  -0.035
O (0.334, -0.501, 3.773)  0.116
C (0.546, 0.795, 3.903)  -0.488
O (1.684, 1.328, 3.600)  -0.170
O (-0.517, 1.440, 4.139)  0.171
H (-2.513, 0.930, 2.557)  0.071
H (-3.008, 1.951, 3.945)  0.106
H (-3.592, 0.270, 3.730)  0.112
H (-1.773, 0.590, 5.541)  0.169
H (-1.494, -1.309, 3.319)  0.140
H (-0.952, -1.654, 4.919)  0.152
C (-2.985, -0.387, -0.203)  0.002
C (-2.783, 0.771, -1.222)  -0.290
C (-1.416, 1.299, -1.150)  -0.123
O (-0.783, 0.869, -2.339)  0.118
C (-1.657, 0.394, -3.106)  -0.613
O (-1.332, -0.072, -4.198)  0.121
O (-2.893, 0.366, -2.582)  0.130
H (-2.278, -1.217, -0.212)  0.077
H (-3.982, -0.816, -0.303)  0.094
H (-3.020, -0.065, 0.837)  0.049
H (-3.507, 1.569, -1.053)  0.163
H (-1.014, 0.738, -0.307)  0.101
H (-1.251, 2.354, -0.933)  0.130
C (1.633, -2.148, -3.250)  0.002
C (1.213, -3.079, -2.067)  -0.315
C (-0.298, -3.465, -2.052)  -0.118
O (-0.313, -4.733, -1.515)  0.044
C (0.888, -5.342, -1.896)  -0.447
O (1.320, -6.474, -1.671)  0.141
O (1.752, -4.340, -2.149)  0.069
H (1.225, -1.167, -3.008)  0.056
H (1.324, -2.576, -4.204)  0.101
H (2.667, -1.807, -3.275)  0.058
H (1.503, -2.686, -1.092)  0.127
H (-0.732, -3.567, -3.046)  0.145
H (-1.045, -3.029, -1.388)  0.128

Computed properties:
HOMO level: -14.07 eV
Charge: +2
LUMO energy: -9.6 eV
Energy above the lowest of the compared OMol25 structures with the same formula, charge and spin: 142.7 kcal per mole